The following is a quantum chemistry calculation of a single C3H4N4 molecule in a non-equilibrium geometry, from the Open Molecules 2025 dataset.

Each line ends with the Löwdin charge.
Element x y z (Å)
N  2.2093  -0.2505  -0.7264  0.10
C  0.8957  0.0308  -0.8826  -0.27
C  -1.0207  0.0824  2.7480  0.04
N  -1.6729  0.1282  1.7651  -0.04
C  -2.0759  0.1265  0.4387  -0.24
N  -1.2823  -0.1193  -0.5248  0.01
N  -0.0086  -0.5046  -0.1486  -0.01
H  2.9013  0.2092  -1.2896  0.09
H  2.5112  -0.8256  0.0443  0.10
H  0.6575  0.7586  -1.6603  0.13
H  -3.1146  0.3643  0.2361  0.11

Output
Orbital gap: 0.35269 Eh
Energy above the lowest of the compared OMol25 structures with the same formula, charge and spin: 72.9 kcal/mol


The following is a quantum chemistry calculation of a single C3H9N3O molecule in a non-equilibrium geometry, from the Open Molecules 2025 dataset.

Each line ends with the Löwdin charge.
Element x y z (Å)
C  -1.8379  1.0412  -0.9108  -0.16
N  -0.8096  0.5811  0.0035  0.00
C  0.2274  -0.0241  -0.4592  -0.58
N  0.4423  -0.4392  -1.7409  0.14
N  1.2563  -0.3544  0.3530  0.06
C  1.0088  -0.1672  1.8779  -0.23
O  0.7749  -1.4244  2.4267  -0.06
H  -2.3736  0.2025  -1.3699  0.07
H  -1.4350  1.6918  -1.6966  0.07
H  -2.5707  1.6311  -0.3518  0.07
H  -0.1846  -0.0391  -2.4254  0.08
H  1.4072  -0.3543  -2.0330  0.10
H  1.7017  -1.2307  0.1113  0.13
H  1.9488  0.2495  2.2414  0.11
H  0.2262  0.5205  2.1999  0.11
H  0.2176  -1.8841  1.7739  0.10

Output
Orbital gap: 0.34801 Eh
Structure (SMILES): C/N=C(\N)NCO
Energy above the lowest of the compared OMol25 structures with the same formula, charge and spin: 31.3 kcal/mol


The following is a quantum chemistry calculation of a molecular structure, C22H52CuN3O6 in a non-equilibrium geometry, from the Open Molecules 2025 dataset.

Each line ends with the Löwdin charge.
Element x y z (Å)
Cu  -0.1892  -1.8300  0.4866  0.40
C  -0.9837  -4.9578  -0.1236  -0.36
O  -1.3503  -3.7753  0.4938  -0.41
H  -1.3405  -5.9002  0.3145  0.05
H  -1.1400  -4.9546  -1.2174  0.05
H  0.1270  -5.0322  -0.0651  0.04
C  -2.8258  0.6388  -3.9654  -0.02
C  -1.4527  0.4304  -3.3258  -0.49
C  -0.3803  0.2811  -4.4270  -0.13
C  0.0135  1.5659  -5.1436  -0.17
C  0.5359  2.5413  -4.1148  -0.14
C  -0.4692  2.7908  -3.0058  -0.51
N  -1.0351  1.5565  -2.4606  -0.11
O  -1.9166  1.8004  -1.3800  -0.01
C  0.2229  3.5790  -1.8922  -0.03
C  -1.5753  3.7765  -3.5281  -0.02
C  -1.4197  -0.8649  -2.5109  -0.02
H  -3.6447  0.9417  -3.3170  0.09
H  -3.0485  -0.2395  -4.5764  0.09
H  -2.7760  1.3916  -4.7609  0.07
H  0.4558  -0.3183  -4.0636  0.11
H  -0.8167  -0.3247  -5.2299  0.12
H  -0.8181  1.9911  -5.7103  0.10
H  0.7730  1.3116  -5.8862  0.12
H  1.0454  3.4426  -4.4560  0.13
H  1.3664  2.0296  -3.5999  0.12
H  0.9640  2.9419  -1.4019  0.08
H  0.7272  4.4635  -2.2840  0.09
H  -0.4693  3.9507  -1.1383  0.07
H  -2.3166  4.0527  -2.7727  0.08
H  -1.1030  4.7522  -3.6754  0.09
H  -1.9917  3.4520  -4.4779  0.07
H  -1.3960  -1.6783  -3.2466  0.10
H  -2.2476  -1.0076  -1.8220  0.10
H  -0.4539  -1.0568  -2.0329  0.05
H  -2.5841  2.3616  -1.8050  0.09
C  2.1042  -2.5928  -1.7301  -0.07
O  1.7375  -1.6423  -0.7442  -0.26
C  2.0333  -0.3007  -1.0564  -0.21
C  1.6687  0.5040  0.1894  -0.17
N  0.2123  0.4960  0.3577  -0.03
C  -0.2486  1.1565  1.5847  -0.18
C  -0.1872  2.6715  1.6160  -0.22
O  1.1495  3.1423  1.6075  -0.19
C  1.2370  4.5447  1.4939  -0.11
H  1.2576  -2.7466  -2.4043  0.09
H  2.2054  -3.5699  -1.2495  0.08
H  3.0897  -2.3708  -2.1421  0.10
H  1.5359  0.1118  -1.9416  0.10
H  3.1167  -0.2004  -1.2005  0.13
H  2.0233  1.5351  0.1274  0.11
H  2.1463  -0.0157  1.0221  0.13
H  -0.2608  0.9537  -0.4154  0.07
H  0.2083  0.7329  2.4785  0.11
H  -1.3154  0.9125  1.6171  0.12
H  -0.6866  3.0451  2.5222  0.13
H  -0.7857  3.0785  0.7929  0.10
H  1.3252  4.9844  2.4956  0.09
H  0.3822  5.0277  1.0136  0.08
H  2.1600  4.7607  0.9556  0.09
C  -0.5456  -0.2421  6.8811  -0.12
O  -1.1666  -1.1380  5.9973  -0.19
C  -1.3586  -0.5649  4.7175  -0.24
C  -1.7332  -1.6273  3.6924  -0.19
N  -0.6309  -2.2187  2.9452  -0.06
C  0.3972  -2.7131  3.8423  -0.21
C  1.5095  -3.4645  3.1534  -0.22
O  2.1700  -2.6463  2.2107  -0.20
C  3.2230  -3.3135  1.5548  -0.11
H  -1.0469  0.7232  7.0312  0.09
H  0.4543  0.0149  6.5084  0.09
H  -0.4896  -0.7141  7.8596  0.09
H  -0.4211  -0.1001  4.3889  0.10
H  -2.1823  0.1544  4.7408  0.13
H  -2.4758  -1.2753  2.9777  0.12
H  -2.2338  -2.3759  4.3302  0.13
H  -0.9158  -3.0309  2.3774  0.08
H  0.0105  -3.2759  4.7050  0.13
H  0.8794  -1.8899  4.3874  0.12
H  1.0622  -4.3914  2.7609  0.13
H  2.3104  -3.8166  3.8195  0.12
H  3.6096  -2.6778  0.7619  0.08
H  2.9401  -4.3092  1.2044  0.09
H  4.0389  -3.4287  2.2843  0.09

Output
Orbital gap: 0.25771 Eh
Energy above the lowest of the compared OMol25 structures with the same formula, charge and spin: 0.0 kcal/mol


The following is a quantum chemistry calculation of a single C3H4N2O molecule in a non-equilibrium geometry, from the Open Molecules 2025 dataset.

Each line ends with the Löwdin charge.
Element x y z (Å)
O  1.0802  1.3304  0.4294  0.01
C  -0.7738  -1.2217  0.7233  -0.02
C  -0.0173  -1.3453  -0.6203  -0.15
N  0.3515  -0.2517  -1.1792  0.10
C  -0.0082  0.7985  -0.2494  -0.44
N  -0.8617  0.0918  0.7352  0.01
H  1.7848  0.6615  0.4824  0.11
H  0.2192  -2.3010  -1.0847  0.09
H  -0.5588  1.6039  -0.7529  0.16
H  -1.2158  0.6338  1.5164  0.13

Output
Orbital gap: 0.32346 Eh
Energy above the lowest of the compared OMol25 structures with the same formula, charge and spin: 69.3 kcal/mol


The following is a quantum chemistry calculation of a single HNO3S molecule in a non-equilibrium geometry, from the Open Molecules 2025 dataset.

Each line ends with the Löwdin charge.
Element x y z (Å)
O  -2.2021  -2.1206  1.1932  -0.22
S  -1.6056  -1.0883  0.4631  0.59
O  -2.1323  -0.7739  -0.8406  -0.28
N  -0.1008  -0.4996  0.7622  -0.10
O  -1.2992  0.2590  1.2738  -0.21
H  0.2783  -0.0852  -0.3441  0.22

Output
Orbital gap: 0.42375 Eh
Structure (SMILES): O=S1(=O)NO1
Energy above the lowest of the compared OMol25 structures with the same formula, charge and spin: 26.4 kcal/mol


The following is a quantum chemistry calculation of a single C2H5N3OS molecule in a non-equilibrium geometry, from the Open Molecules 2025 dataset.

Each line ends with the Löwdin charge.
Element x y z (Å)
H  0.1110  2.6689  -0.9461  0.11
N  -0.4668  1.7161  -0.8321  0.09
C  0.3743  0.8192  -0.5080  -0.45
N  1.6950  1.2417  0.0142  -0.02
O  0.2901  -0.6563  -0.3198  -0.07
N  -0.9962  -0.9739  -0.0217  -0.10
C  -1.2042  -2.0843  0.5999  -0.57
S  0.0283  -3.3960  0.8664  0.40
H  2.3969  0.9081  0.9912  0.22
H  1.7153  2.4161  -0.1433  0.14
H  -1.7109  -0.3036  -0.4909  0.20
H  -2.2328  -2.3562  0.7903  0.06

Output
Orbital gap: 0.29761 Eh
Structure (SMILES): [H]/N=C(\N)ONC=S
Energy above the lowest of the compared OMol25 structures with the same formula, charge and spin: 142.8 kcal/mol


The following is a quantum chemistry calculation of a molecular structure, C34H29BrN2O4PSn, from the Open Molecules 2025 dataset.

Each line ends with the Löwdin charge.
Element x y z (Å)
Sn  1.9981  0.1802  -0.1287  1.25
O  4.0922  0.8919  0.7629  -0.26
N  4.1605  0.9696  2.0159  -0.02
N  3.0778  0.7141  2.6349  -0.21
O  1.9403  0.4172  2.0277  -0.29
C  3.0548  0.7947  4.0577  -0.16
C  4.2241  1.0353  4.7727  -0.02
C  4.1588  1.1109  6.1529  -0.09
C  2.9483  0.9494  6.8160  -0.10
C  1.7958  0.7095  6.0868  -0.08
C  1.8382  0.6292  4.7019  0.00
H  5.1604  1.1563  4.2505  0.10
H  5.0663  1.2956  6.7133  0.10
H  2.9085  1.0075  7.8960  0.10
H  0.8478  0.5818  6.5932  0.10
H  0.9508  0.4456  4.1166  0.11
C  -0.9811  -1.5389  1.8120  -0.05
C  -2.3165  -1.1730  1.2219  -0.26
C  -3.4706  -1.8311  1.6391  -0.05
C  -4.7088  -1.5380  1.0880  -0.09
C  -4.8195  -0.5727  0.0985  -0.09
C  -3.6829  0.0969  -0.3264  -0.09
C  -2.4386  -0.1885  0.2291  -0.33
P  -0.9261  0.6562  -0.3176  1.05
C  -1.2705  1.1102  -2.0430  -0.32
C  -1.4846  2.4301  -2.4297  -0.09
C  -1.6285  2.7586  -3.7694  -0.10
C  -1.5517  1.7598  -4.7289  -0.09
C  -1.3411  0.4431  -4.3474  -0.04
C  -1.1999  0.0903  -3.0082  -0.25
C  -0.9838  -1.3415  -2.6155  -0.04
C  -0.8522  2.1968  0.6321  -0.33
C  -1.8477  2.6062  1.5130  -0.08
C  -1.6193  3.6423  2.4068  -0.11
C  -0.3758  4.2595  2.4217  -0.10
C  0.6142  3.8707  1.5333  -0.05
C  0.4018  2.8465  0.6059  -0.35
C  1.4576  2.3945  -0.3214  -0.32
H  -1.1043  -2.2887  2.5933  0.08
H  -0.4816  -0.6710  2.2512  0.06
H  -0.3080  -1.9502  1.0527  0.07
H  -3.3889  -2.5985  2.3999  0.11
H  -5.5868  -2.0747  1.4262  0.10
H  -5.7816  -0.3443  -0.3425  0.10
H  -3.7552  0.8463  -1.1064  0.11
H  -1.5224  3.2073  -1.6746  0.10
H  -1.7892  3.7899  -4.0577  0.10
H  -1.6536  2.0057  -5.7790  0.10
H  -1.2742  -0.3368  -5.0977  0.11
H  -0.9435  -1.9829  -3.4956  0.07
H  -1.7930  -1.7001  -1.9736  0.09
H  -0.0521  -1.4859  -2.0580  0.05
H  -2.7992  2.0870  1.5191  0.10
H  -2.3947  3.9481  3.0978  0.09
H  -0.1733  5.0544  3.1301  0.10
H  1.5783  4.3666  1.5484  0.11
H  2.3753  2.9759  -0.2221  0.04
H  1.1301  2.4252  -1.3663  0.03
Br  -0.4581  -5.9745  -2.7341  0.74
C  0.4992  -4.5871  -3.6226  -0.62
C  0.2215  -4.3985  -4.9718  -0.16
C  0.8474  -3.3757  -5.6637  -0.12
C  1.7358  -2.5393  -4.9935  -0.10
C  1.9788  -2.7357  -3.6466  -0.05
C  1.3754  -3.7700  -2.9282  -0.18
C  1.6894  -3.8879  -1.4197  -0.71
O  2.0188  -5.0090  -1.0155  -0.05
O  1.6104  -2.7902  -0.8163  -0.18
H  -0.4872  -5.0496  -5.4663  0.09
H  0.6381  -3.2313  -6.7167  0.09
H  2.2229  -1.7262  -5.5183  0.10
H  2.6285  -2.0652  -3.0960  0.11

Output
Total charge: -1
Orbital gap: 0.25906 Eh
Energy above the lowest of the compared OMol25 structures with the same formula, charge and spin: 18.5 kcal/mol


Computed E_LUMO, in the same sequence as the records: 0.6 0.8 0.4 -0.2 -0.1 0.1 2.5 eV.